[1]
Formula: C22H20ClNO4SiW
Source: OMol25
Level of theory: ωB97M-V/def2-TZVPD

The calculation puts the maximum force at 3.3 eV/Å. Its expectation value of S² is 2.031. As for the LUMO energy (spin up / spin down): -2.072 / -1.861 eV. The value obtained for the total energy is -2022.73920 a.u. As for the spin multiplicity: 3.

Geometry (Å):
W: -2.04 -12.88 9.65
O: -6.88 -11.98 14.42
C: -6.63 -10.99 13.71
O: -7.13 -9.87 13.50
C: -5.44 -11.35 12.76
C: -5.20 -10.58 11.63
C: -4.35 -10.98 10.69
N: -3.58 -12.11 10.84
C: -3.78 -12.82 11.97
C: -4.71 -12.53 12.95
C: -2.96 -14.04 12.14
O: -3.09 -14.79 13.05
O: -2.13 -14.23 11.09
H: -5.65 -9.64 11.56
H: -4.24 -10.51 9.71
H: -4.82 -13.17 13.82
C: -5.15 -14.93 9.41
Si: -3.91 -14.07 8.28
C: -4.72 -12.87 7.05
C: -2.75 -15.35 7.34
C: -2.16 -15.27 6.06
C: -1.47 -16.35 5.67
C: -1.14 -17.43 6.42
C: -1.64 -17.50 7.72
C: -2.38 -16.44 8.19
H: -5.81 -15.49 8.73
H: -5.63 -14.22 10.09
H: -4.49 -15.61 9.92
H: -5.70 -13.23 6.94
H: -4.30 -12.75 6.03
H: -4.77 -11.88 7.51
H: -2.32 -14.46 5.43
H: -1.05 -16.36 4.70
H: -0.51 -18.23 6.05
H: -1.41 -18.33 8.37
H: -2.81 -16.50 9.17
Cl: 2.01 -9.67 11.65
C: 0.98 -10.49 10.55
C: 1.43 -11.65 9.97
C: 0.60 -12.27 9.00
C: -0.47 -11.58 8.49
C: -1.46 -12.22 7.62
C: -0.92 -10.37 9.16
C: -0.22 -9.84 10.19
H: 2.38 -12.12 10.30
H: 0.81 -13.33 8.71
H: -1.12 -13.04 7.00
H: -2.21 -11.62 7.17
H: -1.75 -9.81 8.65
H: -0.50 -8.87 10.50



[2]
Formula: C22H20FeIN3O5S2
Source: OMol25
Level of theory: ωB97M-V/def2-TZVPD

The calculation puts the maximum force at 0.4 eV/Å. Its expectation value of S² is 8.791. As for the LUMO energy (spin up / spin down): -2.799 / -5.255 eV. The value obtained for the total energy is -3748.39002 a.u. As for the spin multiplicity: 6. The charge is +1.

Geometry (Å):
Fe: 1.52 0.75 -1.14
C: -6.10 -2.55 1.04
C: -4.76 -1.87 1.11
C: -4.30 -1.32 2.31
C: -3.08 -0.68 2.37
C: -2.32 -0.59 1.22
C: -2.74 -1.12 0.01
C: -3.97 -1.76 -0.03
S: -0.78 0.22 1.30
O: -0.39 0.42 2.66
O: -1.16 1.58 0.60
N: 0.26 -0.39 0.33
C: 0.79 -1.68 0.64
C: 0.28 -2.59 1.53
C: 0.90 -3.85 1.72
C: 2.02 -4.19 1.03
C: 2.58 -3.27 0.10
C: 3.75 -3.54 -0.64
C: 4.25 -2.59 -1.49
C: 3.56 -1.38 -1.63
N: 2.45 -1.11 -0.96
C: 1.96 -2.03 -0.09
H: -6.51 -2.73 2.03
H: -6.03 -3.50 0.51
H: -6.81 -1.93 0.49
H: -4.91 -1.41 3.20
H: -2.71 -0.26 3.30
H: -2.12 -1.06 -0.87
H: -4.32 -2.19 -0.96
H: -0.60 -2.36 2.12
H: 0.47 -4.54 2.43
H: 2.50 -5.15 1.17
H: 4.25 -4.49 -0.51
H: 5.15 -2.76 -2.06
H: 3.93 -0.61 -2.30
C: 3.54 3.88 -2.33
S: 3.54 2.11 -2.25
O: 4.71 1.63 -2.91
O: 2.24 1.66 -2.87
O: 3.40 1.74 -0.82
H: 3.12 4.18 -3.29
H: 4.58 4.20 -2.26
H: 2.97 4.27 -1.50
I: -1.43 4.16 2.89
C: -0.85 3.91 0.95
C: -1.14 4.82 -0.04
C: -0.69 4.59 -1.33
C: 0.14 3.46 -1.59
N: 0.47 2.58 -0.70
C: -0.14 2.65 0.61
H: -1.71 5.72 0.19
H: -0.93 5.27 -2.13
H: 0.57 3.31 -2.58
H: 0.60 2.40 1.37